1.
20
Properties=species:S:1:pos:R:3:lowdin_charge:R:1 method="wB97M-V/def2-TZVPD" charge=+2 e_tot_ha=-323.698927 smiles="C=[NH+]C[N@H+](C)NC" orbital_gap_ev=9.80 lumo_energy_ev=-9.427 e_homo_ev=-19.23
C 2.5143 1.0512 -0.0929 0.234
N 2.2612 -0.1691 0.2028 0.092
C 1.0868 -1.0994 -0.1539 0.028
N -0.3217 -0.4910 0.1271 -0.171
C -1.3438 -1.5700 -0.0612 0.048
N -0.5376 0.7408 -0.5548 -0.093
C -1.2613 1.7278 0.2414 -0.048
H 3.3813 1.6617 0.1083 0.151
H 1.6399 1.5506 -0.4742 0.101
H 3.0916 -0.6858 0.4851 0.179
H 1.1140 -1.3234 -1.3199 0.209
H 1.2978 -2.0231 0.4797 0.178
H -0.5117 -0.0732 1.1354 0.231
H -1.1244 -2.3150 0.6015 0.076
H -2.3287 -1.1391 0.3002 0.150
H -1.3275 -1.9682 -1.0825 0.132
H -1.2169 0.5659 -1.3468 0.171
H -1.4546 2.6005 -0.3668 0.119
H -2.1089 1.3124 0.8823 0.134
H -0.4485 2.0571 0.8650 0.079

***

2.
78
Properties=species:S:1:pos:R:3:lowdin_spin:R:1 method="wB97M-V/def2-TZVPD" charge=-1 e_tot_ha=-6807.849324 orbital_gap_ev="5.73 / 4.65" lumo_energy_ev="2.218 / 1.382" multiplicity=2 e_homo_ev="-3.51 / -3.27"
Tl 0.4168 -1.4202 0.8480 0.055
C 1.0693 1.9305 4.4832 0.004
N 0.9279 0.5263 4.8047 0.002
C 1.6951 -0.1863 5.7308 0.000
C 1.3075 -1.4444 5.7152 0.000
N 0.2896 -1.5743 4.7290 0.005
C -0.0039 -0.3255 4.2103 0.002
S -1.1371 0.2308 3.1076 0.008
C -0.1853 -2.8181 4.2778 0.002
C 0.4768 -3.9828 4.6845 0.001
C 0.0813 -5.1831 4.1243 0.001
C -0.9753 -5.2151 3.1877 0.000
C -1.5567 -3.9823 2.8626 0.001
N -1.1611 -2.8322 3.3800 0.001
H 1.4048 2.5153 5.3498 0.000
H 0.1230 2.3347 4.1041 0.000
H 1.8267 2.0332 3.6431 0.005
H 2.3960 0.3504 6.3426 0.000
H 1.6509 -2.2751 6.3109 0.000
H 1.2516 -3.9479 5.4450 0.000
H 0.5918 -6.1072 4.3534 0.000
H -1.3083 -6.1227 2.6835 0.000
H -2.4108 -3.9293 2.1967 0.000
S 3.6266 1.7302 1.9943 0.158
Sb 3.8041 -0.3721 1.0532 0.229
S 2.6384 -2.1416 2.1901 0.156
S 2.3308 -0.3947 -0.8969 0.297
C -2.9756 3.0320 0.5595 0.002
Si -2.6862 2.1391 -1.0945 0.015
C -2.9270 3.4070 -2.4912 0.005
C -3.8905 0.6891 -1.2207 0.001
Sb -0.1688 1.5004 -1.1415 0.030
Si 0.9887 3.7713 -0.7846 0.000
C 0.1184 5.2140 -1.7036 0.000
C 1.0640 4.0846 1.0889 0.006
C 2.7409 3.5209 -1.4578 -0.001
Si 0.2663 0.7968 -3.6708 -0.001
C 2.0739 1.1090 -4.1827 -0.001
C -0.1709 -1.0535 -3.9247 0.000
C -0.8016 1.9101 -4.7902 0.000
H -4.0574 3.0848 0.6564 0.000
H -2.6078 4.0584 0.5236 0.000
H -2.5898 2.5534 1.4587 0.000
H -4.0188 3.5467 -2.5029 0.001
H -2.6329 3.0523 -3.4755 0.000
H -2.4798 4.3751 -2.2655 0.000
H -4.9259 1.0693 -1.0601 0.000
H -3.7542 -0.0431 -0.4416 0.000
H -3.8445 0.2064 -2.2217 0.000
H -0.7978 5.5558 -1.1945 0.000
H -0.1029 4.9674 -2.7537 0.000
H 0.8584 6.0431 -1.7384 0.000
H 0.1287 3.9734 1.6498 0.000
H 1.4072 5.1207 1.2619 0.000
H 1.8476 3.4436 1.5414 0.007
H 2.8497 3.0855 -2.4590 0.000
H 3.2887 2.9334 -0.7267 0.000
H 3.2036 4.5198 -1.5102 0.000
H 2.8111 0.6344 -3.5392 0.000
H 2.2533 2.1687 -4.3093 0.000
H 2.1388 0.6275 -5.1852 0.000
H 0.5487 -1.7083 -3.3960 0.000
H -0.0765 -1.2627 -5.0060 0.000
H -1.1762 -1.3274 -3.5931 0.000
H -0.7506 2.9696 -4.5366 0.000
H -1.8586 1.6283 -4.8361 0.000
H -0.3303 1.8345 -5.7910 0.000
Br -2.2187 -2.8699 -1.1739 0.008
C -0.7559 -3.9474 -1.5214 0.001
C -0.9745 -5.0902 -2.3609 0.000
C 0.0927 -5.9522 -2.6177 0.000
C 1.3328 -5.6633 -2.0119 0.000
C 1.4168 -4.6127 -1.1292 0.000
N 0.3930 -3.7504 -0.9401 0.002
H -1.9420 -5.2657 -2.7902 0.000
H -0.0250 -6.7743 -3.3244 0.000
H 2.1923 -6.3112 -2.1871 0.000
H 2.3547 -4.3908 -0.5940 0.000

***

3.
13
Properties=species:S:1:pos:R:3:lowdin_charge:R:1 method="wB97M-V/def2-TZVPD" e_tot_ha=-303.560236 orbital_gap_ev=9.39 lumo_energy_ev=0.899 e_homo_ev=-8.49
C 1.3930 0.4685 -0.3476 -0.060
C 1.1264 -1.0682 -0.5165 -0.045
C -0.2286 -0.7270 -0.0045 -0.399
N -1.3609 -1.1265 0.4576 0.100
C -1.9960 0.0760 0.7309 -0.154
C -1.1737 1.1796 0.5445 -0.045
N -0.0333 0.6000 0.0292 -0.031
H 1.6503 1.0159 -1.2573 0.112
H 2.0711 0.6990 0.4747 0.114
H 1.1404 -1.4420 -1.5433 0.110
H 1.6650 -1.7364 0.1509 0.108
H -3.0257 -0.1858 0.5613 0.092
H -1.2280 2.2468 0.7201 0.100

***

4.
16
Properties=species:S:1:pos:R:3:lowdin_charge:R:1 method="wB97M-V/def2-TZVPD" charge=+1 e_tot_ha=-230.079111 smiles=NCCC[NH3+] orbital_gap_ev=9.73 lumo_energy_ev=-3.553 e_homo_ev=-13.29
N 0.3898 1.4438 1.0135 -0.031
C 0.3390 1.3500 -0.4950 -0.263
C 0.3137 -0.0741 -1.1676 -0.193
C -0.6734 -1.1460 -0.5038 -0.116
N -0.2107 -1.4644 0.9109 0.208
H -0.6674 1.4748 1.1140 0.093
H 0.9121 2.1871 1.5251 0.095
H 1.0096 2.0591 -1.0860 0.144
H -0.7317 1.3913 -0.7562 0.088
H -0.1325 0.2983 -2.0642 0.097
H 1.3947 -0.3992 -1.2370 0.129
H -0.6981 -1.9853 -1.2741 0.141
H -1.8416 -0.8653 -0.6231 0.178
H -0.0125 -2.3863 0.9321 0.110
H 0.5609 -1.0081 1.3496 0.139
H -0.9228 -1.4021 1.6474 0.182

***

5.
7
Properties=species:S:1:pos:R:3:lowdin_charge:R:1 method="wB97M-V/def2-TZVPD" e_tot_ha=-567.956377 smiles=SN1CO1 orbital_gap_ev=10.05 lumo_energy_ev=0.385 e_homo_ev=-9.66
S 1.7199 -0.0304 -0.1574 0.809
N 0.2468 -0.0616 0.5325 -0.411
C -0.9248 -0.2201 -0.2531 -0.406
O -0.7966 1.1309 -0.0730 -0.093
H 2.3256 0.4622 0.9353 -0.116
H -0.8248 -0.5958 -1.2770 0.107
H -1.7462 -0.6852 0.2927 0.111

***

6.
9
Properties=species:S:1:pos:R:3:lowdin_charge:R:1 method="wB97M-V/def2-TZVPD" charge=-1 e_tot_ha=-697.937056 orbital_gap_ev="7.31 / 7.31" lumo_energy_ev="3.109 / 3.109" e_homo_ev="-4.20 / -4.20"
C -0.8725 0.4843 0.6154 -0.299
N -0.4246 1.2880 -0.1941 0.021
N 1.8946 1.5771 0.4205 -0.224
O 3.6010 -0.0716 -0.1035 -0.452
O 1.3522 -1.0439 0.4126 -0.487
S 2.1409 0.1160 -0.0655 0.319
H 1.7969 0.1430 -1.3386 0.005
H -0.2663 -0.1054 1.4512 0.082
H -1.8942 0.1312 0.6256 0.035